Here is a cluster of 9 separate species, C4H25NO10S in total at a distorted geometry from OMol25. Energies are from ωB97M-V with the def2-TZVPD basis set.

Values from the calculation:
- 2S+1: 1
- Frontier orbital gap: 8.14 eV
- Max |F|: 5.85 eV/A
- SMILES string: C[C@@H](CS)NC(=O)O.O.O.O.O.O.O.O.O
- Total charge: 0

```
41
Properties=species:S:1:pos:R:3:forces:R:3:nbo_charge:R:1
C -1.885004 -1.570136 0.144211 1.454 1.190 -2.573 -0.6014
C -0.388316 -1.429285 0.569466 -3.495 3.505 3.120 -0.1584
C -0.097953 -2.593238 1.395869 0.796 -4.239 2.066 -0.5261
S 0.804517 -2.345192 3.010698 -1.175 0.544 0.372 -0.1054
N 0.465057 -1.222311 -0.540959 1.835 -3.282 -1.292 -0.6577
C 0.959389 -2.394587 -1.196973 -0.144 1.088 -3.705 0.8956
O 1.948286 -2.010320 -2.168634 -1.082 1.692 2.845 -0.7398
O 0.522999 -3.534810 -1.307043 0.456 2.039 1.437 -0.6131
H -2.118858 -2.561246 -0.270837 0.342 0.234 -0.183 0.2076
H -2.562151 -1.404873 0.938524 -0.390 0.338 0.927 0.2241
H -2.026930 -0.738074 -0.644875 -0.017 -1.677 1.225 0.2150
H -0.385051 -0.412105 1.321591 0.123 -3.294 -2.381 0.2777
H 0.472899 -3.329852 0.758998 -0.807 0.411 1.250 0.2602
H -1.020614 -3.187718 1.852533 1.647 1.566 -1.555 0.2492
H 2.043458 -2.781918 2.920989 0.536 -0.219 -0.742 0.1402
H 0.968017 -0.362233 -0.673609 0.376 -0.290 -0.080 0.4086
H 2.088823 -2.744576 -2.734523 0.023 -1.371 -0.673 0.4956
H 0.272737 2.202290 1.500977 -0.108 0.899 0.932 0.4830
H 0.364775 1.171778 0.495218 -0.632 -0.244 0.667 0.4476
O -0.080589 1.329176 1.357659 0.910 0.422 -1.528 -0.9088
H -2.109001 2.783602 -2.101786 -0.578 0.371 0.966 0.4943
H -2.859217 3.118718 -0.721518 0.528 -0.484 1.055 0.4692
O -2.813874 3.293451 -1.642944 0.137 0.062 -2.009 -0.9624
H 1.450782 3.762727 -2.000654 1.877 1.124 0.148 0.4742
H 0.984886 2.353599 -1.472493 0.123 2.104 -0.822 0.4741
O 0.723235 3.193127 -1.967272 -1.663 -2.765 1.057 -0.9520
H -4.015418 1.008013 -0.410158 -0.132 -0.056 -0.018 0.4742
H -4.178633 -0.456176 -0.784900 -0.039 -0.010 -0.013 0.4714
O -3.945470 0.116463 -0.047845 -0.691 0.710 -0.081 -0.9404
H 3.309196 1.843786 -0.614210 1.422 1.494 0.701 0.4817
H 3.165929 0.742965 -1.689338 -1.187 0.964 1.926 0.5100
O 2.700615 1.208278 -0.904457 -0.440 -2.603 -2.599 -0.9794
H 0.371484 1.351183 -2.900304 -1.643 -0.158 -2.157 0.4561
H 0.058505 2.085186 -4.146734 1.013 3.000 -1.816 0.4642
O -0.244067 1.351565 -3.710128 0.279 -3.185 3.550 -0.9234
H 3.434398 0.339531 1.655435 -0.825 -1.308 0.552 0.4600
H 2.116933 -0.478206 1.512802 0.210 0.011 0.298 0.4720
O 2.935211 -0.438223 2.031506 0.894 1.450 -0.830 -0.9374
H 0.150403 0.580330 4.005380 -0.499 0.489 0.356 0.4850
H -1.223714 0.859300 4.740746 2.106 0.948 -0.769 0.4724
O -0.357674 1.300012 4.439595 -1.543 -1.470 0.377 -0.9574
```
Positions in Å, forces in eV/Å.

Here is a cluster of 8 separate species, C4H25NO7S2 in total at a distorted geometry from OMol25. Energies are from ωB97M-V with the def2-TZVPD basis set.

Values from the calculation:
- 2S+1: 1
- Frontier orbital gap: 8.99 eV
- Max |F|: 1.78 eV/A
- SMILES string: CN[C@H](C)CSS.O.O.O.O.O.O.O
- Total charge: 0

```
39
Properties=species:S:1:pos:R:3:forces:R:3:nbo_charge:R:1
S -3.287387 -3.565098 1.428742 1.023 0.171 -0.090 -0.1485
S -1.419915 -4.172245 0.637210 -0.954 -0.311 0.223 0.1125
C -0.213599 -2.869438 0.821961 1.132 -0.549 0.692 -0.5689
C -0.092608 -1.778493 -0.220830 0.179 0.806 -0.623 -0.0684
C -1.456300 -1.224957 -0.625168 0.114 0.485 -0.523 -0.6394
N 0.683118 -0.704228 0.426810 0.305 0.225 -0.011 -0.6788
C 1.310393 0.261395 -0.495012 0.395 0.606 1.625 -0.4338
H -2.846990 -3.421865 2.697468 -0.204 -0.153 -0.129 0.1278
H 0.696379 -3.500287 0.940699 -0.193 0.422 -0.619 0.2434
H -0.190939 -2.398899 1.810004 -0.733 0.005 -0.007 0.2360
H 0.486581 -2.072557 -1.143681 -0.613 -0.026 0.973 0.2027
H -1.355739 -0.163612 -0.874728 0.071 -0.146 -0.263 0.2136
H -2.173670 -1.245445 0.173827 -0.216 -0.225 0.568 0.2123
H -1.899367 -1.733460 -1.467595 -0.116 -0.240 -0.286 0.2209
H 0.045221 -0.193179 1.044935 0.106 -0.223 -0.181 0.3769
H 0.742062 1.189065 -0.679738 -0.144 -0.738 -0.558 0.2121
H 1.701263 -0.256679 -1.361946 -0.249 0.189 -0.344 0.2110
H 2.183725 0.668202 0.047057 0.022 -0.085 -0.314 0.1574
H -0.874710 1.990044 -2.311517 0.141 -0.398 0.119 0.4911
H 0.375855 1.118800 -2.880024 -0.817 0.114 0.361 0.4857
O -0.056507 1.986771 -2.823024 0.284 0.747 -0.401 -1.0041
H 1.752078 0.623203 2.010273 -0.202 -0.566 0.982 0.5099
H 1.359757 1.136043 3.539341 0.051 -0.981 0.071 0.4986
O 1.555401 1.337180 2.630896 0.217 1.374 -0.989 -0.9881
H 0.650579 2.646479 1.723863 -0.286 0.225 -0.342 0.5041
H -0.233240 3.870938 1.885022 -0.201 0.149 -0.150 0.4731
O 0.059899 3.249785 1.212789 0.970 -0.400 0.814 -0.9833
H 3.607108 -1.514380 -0.172403 -0.134 -0.043 0.079 0.4699
H 4.035943 -0.051404 -0.190144 0.133 -0.325 -0.059 0.4671
O 4.367983 -0.949721 -0.328385 0.084 0.291 -0.003 -0.9357
H -1.084797 2.582765 -0.057623 -0.785 0.445 0.091 0.4978
H -1.453434 3.795073 -0.853477 -0.231 -0.121 0.013 0.4677
O -1.854626 2.978027 -0.524255 0.494 -0.308 -0.438 -0.9732
H -2.997282 0.467517 1.781403 0.143 -0.178 -0.202 0.4744
H -2.415038 1.538161 2.642436 0.322 0.028 -0.099 0.4724
O -2.143707 0.791851 2.092520 -0.346 0.066 0.232 -0.9440
H 0.126832 0.001338 -4.506531 -0.285 -0.113 0.085 0.4862
H 1.578590 -0.044385 -4.177776 0.208 -0.219 0.092 0.4772
O 0.731090 -0.372307 -3.853398 0.312 -0.001 -0.390 -0.9358
```
Positions in Å, forces in eV/Å.

Here is a cluster of 8 separate species, C4H25NO8 in total at a distorted geometry from OMol25. Energies are from ωB97M-V with the def2-TZVPD basis set.

Values from the calculation:
- 2S+1: 1
- Frontier orbital gap: 9.64 eV
- Max |F|: 3.58 eV/A
- SMILES string: NCCCCO.O.O.O.O.O.O.O
- Total charge: 0

```
38
Properties=species:S:1:pos:R:3:forces:R:3:nbo_charge:R:1
C 1.338725 2.163818 -0.766429 1.410 -0.693 -2.909 -0.0729
O 1.883079 0.855345 -1.160929 0.802 0.410 1.801 -0.7955
C -0.121759 2.069810 -0.478792 -0.406 0.696 0.195 -0.4306
C -0.523247 1.133809 0.672503 -0.672 0.350 1.286 -0.4426
C -0.444629 -0.319421 0.261188 0.118 -1.515 0.379 -0.2189
N -1.701131 -0.985161 -0.207325 -0.772 2.467 -2.481 -0.8580
H 1.950781 2.554136 0.015337 0.039 0.226 0.657 0.2094
H 1.532705 2.836003 -1.699676 -0.542 -1.058 1.549 0.1771
H 2.277465 0.381256 -0.360346 -0.725 0.836 -1.212 0.5170
H -0.343846 3.127715 -0.243233 -0.688 -0.440 -0.182 0.2171
H -0.620010 1.749069 -1.433858 0.104 0.386 0.924 0.2030
H -0.067726 1.339218 1.696307 0.567 -0.193 -1.568 0.2018
H -1.548751 1.301990 1.032476 -0.281 0.161 -0.769 0.2278
H -0.020799 -0.943875 1.051484 -0.249 0.008 0.128 0.1501
H 0.251128 -0.477072 -0.534799 0.535 0.323 -0.114 0.2011
H -1.442872 -1.319334 -1.166930 -0.354 -0.367 1.175 0.3740
H -2.283884 -0.159405 -0.570153 0.612 -1.252 0.903 0.3487
H -1.454924 -0.466164 -4.015073 -1.423 0.253 -0.011 0.4862
H -2.172520 0.740440 -3.530451 -0.475 -0.203 -0.218 0.4608
O -2.390677 -0.112252 -3.945175 2.085 -0.027 0.335 -0.9470
H -1.052090 -3.171127 1.508356 -0.509 0.436 -0.075 0.4696
H -2.424531 -3.371536 0.746517 -0.856 1.110 -0.026 0.4811
O -1.583647 -3.732883 0.944693 1.456 -1.709 0.117 -0.9482
H 2.406256 2.366262 2.637329 0.593 -0.150 -0.593 0.4782
H 3.820008 2.502878 2.018855 0.633 0.313 0.274 0.4783
O 2.949061 2.168104 1.848346 -1.027 -0.261 0.540 -0.9480
H 2.849462 -0.665433 1.720673 -0.357 -0.148 -0.484 0.5088
H 2.820075 -1.896690 0.715304 -0.696 2.159 0.333 0.4911
O 2.475989 -0.953392 0.862622 1.222 -2.042 0.209 -0.9741
H -3.633827 -0.992012 0.604303 0.436 -0.340 0.604 0.4924
H -4.007379 -0.975101 2.188117 0.008 0.407 -1.956 0.4723
O -4.178774 -0.581867 1.286230 -0.486 -0.065 1.591 -0.9742
H 1.313199 -1.243845 -3.405754 0.387 -0.502 0.298 0.4696
H 1.084870 -0.161096 -2.221603 0.678 -0.157 -0.641 0.4999
O 0.926439 -0.414322 -3.158611 -1.263 0.515 -0.359 -1.0040
H 0.779294 0.205734 3.820908 -0.360 0.443 0.488 0.4685
H 0.627151 -0.743950 2.657040 -0.172 -0.091 -0.351 0.4754
O 1.245127 -0.455704 3.326243 0.626 -0.285 0.162 -0.9450
```
Positions in Å, forces in eV/Å.

Here is a cluster of 14 separate species, C4H26BO21 in total at a distorted geometry from OMol25. Energies are from ωB97M-V with the def2-TZVPD basis set.

Values from the calculation:
- 2S+1: 1
- Frontier orbital gap: 9.77 eV
- Max |F|: 6.67 eV/A
- Total charge: -1

```
52
Properties=species:S:1:pos:R:3:forces:R:3:nbo_charge:R:1
O -4.719080 -14.048420 3.905750 2.935 -1.317 -0.056 -0.5732
C -3.610120 -14.598850 3.887890 -2.298 0.714 0.290 0.6801
O -3.043920 -15.233580 2.890010 -0.338 0.601 -1.181 -0.6404
B -1.649240 -15.545600 3.183650 0.704 -2.061 -0.639 1.1604
O -1.536600 -15.418750 4.627400 -0.647 1.362 0.887 -0.6516
C -2.650400 -14.826860 5.078730 -0.265 0.027 1.081 0.6775
O -2.950070 -14.601880 6.225710 0.632 -0.071 -0.586 -0.5658
O -0.685860 -14.825760 2.361030 2.688 0.641 -1.068 -0.6764
C 0.339340 -15.600280 1.844050 1.747 1.129 -1.669 0.6947
O 1.403900 -15.277410 1.193590 -5.586 -1.091 3.487 -0.5661
C -0.169800 -17.065030 2.126010 -0.440 -0.581 0.155 0.6880
O -1.329310 -16.967960 2.879650 1.912 -0.710 -1.556 -0.6818
O 0.365920 -18.066780 1.699610 -1.104 1.391 0.938 -0.5461
O -5.418820 -14.255460 10.804560 -0.197 -0.066 0.126 -0.9368
H -4.993400 -14.155560 9.952930 0.087 -0.064 -0.323 0.4745
H -4.942030 -13.659610 11.382370 0.104 0.124 0.166 0.4624
O -6.419290 -16.208760 -0.725030 -0.068 0.301 0.113 -0.9435
H -6.950490 -16.529350 -1.453910 -0.110 -0.050 -0.171 0.4648
H -5.767040 -16.894870 -0.583430 0.286 -0.239 0.029 0.4788
O -10.603500 -13.491190 3.538770 -0.262 -0.060 -0.106 -0.9430
H -10.159980 -12.652480 3.411930 0.160 0.219 -0.125 0.4703
H -10.230030 -13.840170 4.348070 0.128 -0.152 0.247 0.4725
O 3.354170 -11.575880 -1.938600 0.135 -0.045 -0.251 -0.9422
H 2.997630 -12.146040 -1.257400 -0.111 -0.224 0.226 0.4761
H 3.142770 -10.689760 -1.644780 -0.058 0.209 0.045 0.4662
O -4.087970 -19.234370 -0.700080 -0.104 0.293 -0.196 -0.9441
H -4.114790 -20.149910 -0.978110 0.052 -0.211 -0.088 0.4692
H -4.370040 -19.252910 0.214430 -0.002 -0.027 0.375 0.4752
O 3.361700 -14.465960 -4.825880 0.187 -0.181 -0.155 -0.9394
H 2.757730 -13.993220 -5.398570 -0.136 0.112 -0.122 0.4646
H 3.081770 -14.236140 -3.939850 -0.032 0.092 0.279 0.4747
O -4.349670 -19.407790 3.459910 -0.210 -0.209 -0.205 -0.9511
H -4.389580 -19.430600 4.416010 -0.024 0.002 0.210 0.4689
H -3.696340 -18.736540 3.262930 0.335 0.268 -0.087 0.4823
O 0.426420 -21.628780 -1.407080 -0.034 -0.120 -0.294 -0.9427
H 0.437090 -22.339180 -0.765640 -0.010 -0.154 0.174 0.4654
H 0.747600 -20.866160 -0.925930 0.025 0.299 0.148 0.4772
O -8.247690 -13.981790 7.057280 -0.273 -0.121 -0.033 -0.9420
H -8.213420 -13.295780 7.723950 0.007 0.123 0.208 0.4653
H -7.612190 -13.706350 6.396600 0.298 -0.024 -0.244 0.4766
O -4.129090 -12.969830 -0.978260 0.083 0.194 -0.283 -0.9463
H -4.653980 -13.704900 -0.661440 -0.197 -0.336 0.080 0.4818
H -4.000420 -12.417000 -0.207510 0.072 0.067 0.205 0.4646
O -8.275210 -9.887070 1.995260 -0.225 -0.091 -0.054 -0.9355
H -8.409680 -9.116620 2.547130 -0.063 0.188 0.131 0.4636
H -7.324070 -9.971740 1.929000 0.262 -0.125 -0.051 0.4722
O 3.179160 -22.405030 3.117660 -0.098 -0.226 -0.086 -0.9353
H 3.527310 -22.389610 4.009170 0.032 0.003 0.233 0.4654
H 3.655820 -21.711290 2.661850 0.053 0.221 -0.158 0.4701
O -0.250050 -15.060390 9.351370 0.207 -0.075 0.303 -0.9426
H -1.014120 -14.502660 9.497490 -0.215 0.078 -0.036 0.4667
H -0.046700 -14.950320 8.422520 -0.022 -0.030 -0.314 0.4759
```
Positions in Å, forces in eV/Å.

Ordered energy above the lowest of the compared OMol25 structures with the same formula, charge and spin results: 2.3379; 1.4019; 2.6544; 2.9819; unit eV.